Entry from OMol25: one molecule with the formula C4H7NO2 (ωB97M-V/def2-TZVPD).

As for the SMILES: CC1=C(CO)N1O. As for the spin multiplicity: 1. The net charge is 0. The calculation puts the molecular weight at 101.10 u. Its relative energy (zero: lowest compared OMol25 entry of this formula, charge and spin) is 485.25 kJ/mol.

Atoms and positions in Å:
C: -0.37327 1.24073 1.73378
C: -0.02270 0.16812 0.78954
C: -0.07588 -0.58525 -0.25004
C: -0.59496 -1.08495 -1.54405
O: -1.68462 -0.31823 -2.00408
N: 1.06817 -0.79035 0.63427
O: 2.19648 -0.03923 0.05081
H: 0.42397 1.99094 1.74153
H: -1.31244 1.72159 1.44931
H: -0.46909 0.83642 2.74677
H: 0.23443 -1.11467 -2.26654
H: -0.96183 -2.10996 -1.42722
H: -1.38031 0.59491 -2.08356
H: 2.95205 -0.51006 0.42948



Entry from OMol25: C8H22LiNO4 as an isolated structure (ωB97M-V/def2-TZVPD).

As for the spin multiplicity: 1. The net charge is 0. The calculation puts the molecular weight at 203.21 u. Its relative energy (zero: lowest compared OMol25 entry of this formula, charge and spin) is 186.15 kJ/mol.

Atoms and positions in Å:
Li: 16.75500 52.77600 50.15700
C: 18.46300 54.04900 49.07000
O: 17.36500 53.57600 48.39400
H: 18.76600 53.11800 49.49100
H: 18.19200 54.84400 49.80800
H: 19.02300 54.29300 48.08800
C: 17.28900 50.24700 49.00400
O: 16.37500 50.78300 49.98200
H: 16.67800 49.49800 48.26200
H: 17.95900 49.75200 49.55900
H: 17.76400 51.02000 48.58400
H: 15.60100 50.30100 49.94300
C: 18.77200 51.52000 52.63900
O: 17.92900 52.63700 52.03400
C: 17.16400 53.46900 53.00100
C: 16.36900 54.53400 52.10200
N: 15.45300 53.77300 51.38100
C: 14.67200 54.77500 50.58800
C: 13.52300 54.01500 49.60100
O: 12.75500 55.04300 49.15800
C: 11.75900 54.65700 48.22000
H: 17.97500 50.96300 53.28300
H: 19.42900 52.01300 53.32700
H: 19.24200 50.86600 51.93700
H: 17.91100 53.90700 53.42000
H: 16.79500 53.08800 53.81300
H: 16.94600 55.31200 51.66400
H: 15.95000 55.38400 52.55000
H: 14.75700 53.29900 51.96900
H: 15.21300 55.41500 49.73800
H: 14.17800 55.52300 51.11600
H: 12.99700 53.17100 50.08100
H: 14.04200 53.47800 48.76700
H: 12.17700 54.12200 47.20100
H: 11.24500 55.64400 47.94100
H: 10.96900 53.88400 48.58100



Entry from OMol25: a 2-piece molecular cluster, CH9N3 overall (ωB97M-V/def2-TZVPD).

As for the SMILES: NCN.N. As for the spin multiplicity: 1. The net charge is 0. The calculation puts the molecular weight at 63.10 u. Its relative energy (zero: lowest compared OMol25 entry of this formula, charge and spin) is 74.91 kJ/mol.

Atoms and positions in Å:
N: 0.62778 -2.18527 0.05319
C: 0.50528 -0.76849 -0.23850
N: -0.43171 -0.22997 -1.16258
H: -0.21052 -2.66392 -0.00716
H: 1.37892 -2.64233 -0.55749
H: 0.35434 -0.23767 0.77910
H: 1.55997 -0.41772 -0.48757
H: 0.07701 -0.07228 -2.09412
H: -1.27058 -0.85337 -1.32142
N: -0.60900 2.82294 1.39844
H: -0.65006 2.01065 0.92721
H: 0.10046 3.35492 0.97477
H: -1.48073 3.27878 1.19431



Entry from OMol25: an isolated ion of composition C5H12NS2 and charge +1 (ωB97M-V/def2-TZVPD).

As for the SMILES: C[NH2+][C@]1(C)S[C@]1(C)S. As for the spin multiplicity: 1. The net charge is +1. The calculation puts the molecular weight at 150.29 u. Its relative energy (zero: lowest compared OMol25 entry of this formula, charge and spin) is 320.32 kJ/mol.

Atoms and positions in Å:
C: 2.38555 0.90900 0.53891
N: 0.90995 1.01664 0.51985
C: 0.15597 -0.15163 0.05496
C: 0.05288 -1.30720 1.08636
S: 0.66079 -0.40770 -1.70451
C: -0.89452 0.02291 -0.89864
C: -2.25834 -1.17276 -1.25806
S: -1.59590 1.73448 -1.14587
H: 2.91237 0.76063 -0.50567
H: 2.87150 1.79699 0.87516
H: 2.69797 0.18710 1.36301
H: 0.47030 1.82887 -0.12955
H: 0.59793 1.42761 1.39471
H: 0.99066 -1.38685 1.50798
H: -0.11574 -2.20550 0.46492
H: -0.78189 -0.99247 1.76323
H: -1.77139 -1.70615 -1.95053
H: -3.01923 -0.57645 -1.78386
H: -2.35128 -1.73841 -0.32928
H: -1.91759 1.96089 0.13686



Entry from OMol25: a 2-piece molecular cluster, C12H17N overall (ωB97M-V/def2-TZVPD).

As for the SMILES: Cc1c[nH]c2ccccc12.CCC. As for the spin multiplicity: 1. The net charge is 0. The calculation puts the molecular weight at 175.28 u. Its relative energy (zero: lowest compared OMol25 entry of this formula, charge and spin) is 40.53 kJ/mol.

Atoms and positions in Å:
C: -0.37659 2.42873 -2.35877
C: -0.39711 1.27814 -1.41169
C: 0.52804 0.93798 -0.47762
N: 0.19196 -0.24125 0.13819
C: -0.99589 -0.68902 -0.37771
C: -1.82466 -1.73381 0.01090
C: -3.01316 -1.91639 -0.67578
C: -3.35064 -1.07936 -1.73558
C: -2.56466 0.00236 -2.08182
C: -1.39770 0.24574 -1.35052
H: -1.14594 2.34505 -3.12756
H: 0.58192 2.51711 -2.86931
H: -0.56937 3.39854 -1.88373
H: 1.36828 1.52402 -0.13482
H: 0.72552 -0.60660 0.91438
H: -1.55042 -2.45267 0.77457
H: -3.66247 -2.72543 -0.36979
H: -4.25745 -1.24795 -2.31129
H: -2.86072 0.65584 -2.89095
C: 2.61452 0.98960 2.43647
C: 3.71647 0.31995 3.26990
C: 4.06578 -1.08587 2.76659
H: 1.66028 0.51319 2.63908
H: 2.81134 0.86237 1.37174
H: 2.60430 2.03846 2.73723
H: 4.56870 0.99804 3.28355
H: 3.36017 0.35892 4.29608
H: 3.23315 -1.47899 2.17279
H: 4.94585 -1.01354 2.13665
H: 4.15937 -1.80097 3.58648



Entry from OMol25: a 3-piece molecular cluster, C3H11NO3 overall (ωB97M-V/def2-TZVPD).

As for the SMILES: CNC(C)=O.O.O. As for the spin multiplicity: 1. The net charge is 0. The calculation puts the molecular weight at 109.12 u. Its relative energy (zero: lowest compared OMol25 entry of this formula, charge and spin) is 183.74 kJ/mol.

Atoms and positions in Å:
C: 2.18716 -0.66695 1.25912
N: 0.82776 -0.76768 0.67199
C: 0.33899 -0.02315 -0.37525
C: 0.72972 1.53140 -0.61290
O: -0.51845 -0.60435 -1.18561
H: 2.64944 -1.69037 1.77563
H: 2.31015 0.18848 1.95983
H: 2.93780 -0.64026 0.40439
H: 0.24805 -1.59471 0.81874
H: 1.78508 1.72079 -0.79631
H: 0.01248 1.72083 -1.41194
H: 0.46888 2.01295 0.34748
O: -2.29475 1.53640 -2.14171
H: -1.57714 0.82631 -2.16100
H: -3.13095 1.10242 -2.03112
O: -2.05522 -1.81119 1.20159
H: -2.75738 -1.74145 0.46710
H: -2.16162 -1.09944 1.80997



no.,orbital gap (eV),HOMO level (eV)
1,9.63,-8.7884
2,6.31,-6.1620
3,10.41,-9.4325
4,10.00,-13.2392
5,8.56,-7.7127
6,10.21,-9.5814